Formula: C60H153N9O21
Source: the Open Molecules 2025 dataset
Level of theory: wB97M-V/def2-TZVPD

```
243
Properties=species:S:1:pos:R:3:forces:R:3
C -18.4293 -22.4055 0.4704 -0.89 -1.06 0.08
O -18.5161 -21.2503 -0.3000 -0.45 1.69 -0.07
C -19.1444 -20.1253 0.3436 0.12 -1.13 1.72
C -19.7226 -19.1496 -0.6296 1.48 -0.37 -0.70
N -20.5849 -19.7774 -1.5856 0.46 -0.82 -1.45
C -21.4392 -18.7900 -2.1667 -2.19 0.51 0.63
C -22.2055 -19.2978 -3.3462 0.30 0.64 -0.15
O -21.3222 -19.6380 -4.3824 0.28 -0.37 -0.14
C -22.0627 -19.9692 -5.5291 0.41 0.50 -0.45
H -17.6612 -22.3731 1.2843 -0.27 -0.16 -0.95
H -18.3366 -23.1996 -0.3094 0.68 0.31 1.09
H -19.3964 -22.6571 0.9714 0.34 0.41 -0.18
H -18.4118 -19.6255 1.0425 -0.58 -0.35 -0.63
H -19.9927 -20.5142 0.9795 0.71 0.22 -0.49
H -18.9119 -18.6482 -1.1764 0.10 0.32 0.30
H -20.2815 -18.4155 -0.0843 -0.26 0.48 0.42
H -20.0181 -20.2017 -2.3520 -0.49 0.35 0.99
H -21.0487 -17.8137 -2.3981 1.01 0.49 -0.17
H -22.2224 -18.5844 -1.4026 0.26 0.10 -0.28
H -22.9481 -18.5666 -3.7323 0.26 -0.23 0.45
H -22.6859 -20.1726 -2.9751 -0.94 -1.03 -0.05
H -21.4189 -20.3188 -6.3184 0.47 -0.57 0.01
H -22.4792 -19.0716 -5.9477 -0.65 0.67 -0.15
H -22.8647 -20.6626 -5.3338 -0.24 -0.51 0.15
C -14.3140 -26.3173 -11.0151 -1.68 -0.33 0.41
O -15.6630 -25.7818 -10.9946 1.01 -0.42 0.10
C -15.8167 -24.6684 -10.1412 -0.17 0.30 -1.13
C -16.8776 -23.7001 -10.6991 0.99 -1.74 0.42
N -17.5190 -23.0894 -9.5641 1.28 0.55 -0.08
C -18.5034 -22.2120 -10.1033 -1.40 1.46 1.13
C -19.0174 -21.3796 -8.8915 0.41 2.56 -2.14
O -17.9011 -20.7706 -8.2446 0.25 -0.65 -1.25
C -18.2225 -20.1659 -7.0383 1.29 -0.16 0.52
H -14.3847 -27.1867 -11.6584 0.16 -0.20 0.02
H -13.9306 -26.6058 -10.0243 -0.39 0.00 -0.11
H -13.6266 -25.6259 -11.4351 0.61 0.88 -0.48
H -14.9255 -24.1274 -10.0858 1.93 0.98 -0.14
H -15.9679 -24.9395 -9.1105 -0.90 -0.48 0.47
H -17.5973 -24.3585 -11.1697 -0.32 0.13 -0.59
H -16.4522 -22.9423 -11.4288 -0.39 -0.91 0.66
H -16.7834 -22.4623 -9.1738 -0.73 -0.48 0.07
H -19.3731 -22.7416 -10.5215 0.35 -0.09 0.14
H -18.0479 -21.6507 -10.9391 -0.45 0.53 0.37
H -19.5508 -21.9816 -8.2159 -0.64 -1.16 1.03
H -19.7081 -20.5344 -9.1980 0.44 -0.92 -0.02
H -18.7801 -19.2561 -7.1685 -0.54 0.54 -0.08
H -17.2471 -19.9145 -6.5648 -0.71 -0.13 -0.04
H -18.7560 -20.8867 -6.4391 -0.32 -0.08 0.68
C -12.2742 -25.4351 0.2239 2.04 -0.61 0.29
O -10.9484 -25.5541 -0.4067 -0.61 0.21 1.12
C -10.8639 -25.9290 -1.7598 -2.81 -0.18 0.55
C -11.4766 -24.8998 -2.6943 0.80 -0.84 -0.37
N -12.9205 -24.8230 -2.6770 0.21 0.86 -0.05
C -13.3798 -23.6401 -3.3412 -1.32 2.25 -0.44
C -14.9182 -23.5296 -3.3847 0.55 -1.21 1.34
O -15.3784 -22.2487 -3.6715 0.80 0.25 -0.33
C -16.7780 -22.2646 -3.5319 -0.05 0.74 -1.86
H -12.8472 -26.3227 -0.0309 -0.16 -0.23 0.31
H -12.7876 -24.5901 -0.1859 -0.33 0.64 0.07
H -12.0684 -25.3571 1.3430 -0.45 -0.13 -1.60
H -11.3581 -26.9115 -1.9347 0.14 0.22 0.12
H -9.8412 -26.0373 -1.9352 1.70 -0.14 -0.50
H -10.9769 -25.0328 -3.6755 -0.60 -0.09 -0.16
H -11.1166 -23.9636 -2.3623 0.42 1.27 0.49
H -13.3435 -25.5355 -3.2050 -0.33 -1.96 -0.42
H -13.1363 -23.5328 -4.4100 0.83 -0.18 0.04
H -13.0295 -22.7258 -2.8273 0.10 -0.37 -0.16
H -15.2988 -23.7857 -2.3769 0.11 -0.35 -0.29
H -15.3108 -24.2783 -4.1001 -0.11 0.18 0.12
H -17.0295 -22.4261 -2.5007 -0.55 -0.29 0.53
H -17.1565 -23.0258 -4.2532 -0.36 0.34 0.74
H -17.1261 -21.2703 -3.8698 -0.04 -0.49 0.31
C -12.6576 -29.3460 0.9044 -1.42 1.47 1.30
O -13.6836 -28.3449 1.2017 0.70 -0.69 1.25
C -14.1518 -28.4104 2.5749 -0.10 1.66 -0.70
C -15.2957 -27.4098 2.6211 0.67 0.71 -0.37
N -14.8376 -26.0353 2.3337 0.34 -1.65 0.85
C -15.7002 -25.0566 2.8874 -0.11 2.42 -0.63
C -15.2896 -23.6406 2.3892 0.84 -0.49 1.11
O -15.4956 -23.6025 1.0309 -0.93 -0.83 -1.25
C -15.0051 -22.4884 0.3478 0.34 0.85 0.80
H -11.7817 -29.1959 1.5485 0.08 0.17 -0.44
H -12.4877 -29.2004 -0.1507 0.42 -0.44 -0.19
H -13.1061 -30.2808 1.2005 0.11 -0.80 -0.48
H -13.4124 -28.1326 3.3588 0.06 -0.29 -0.78
H -14.6070 -29.3514 2.7928 0.08 -1.17 0.11
H -15.7473 -27.3511 3.6098 -0.17 -0.50 0.03
H -15.9994 -27.7651 1.8542 -0.38 0.16 0.33
H -14.7369 -25.9524 1.3459 0.05 0.44 -0.70
H -15.6672 -24.9966 3.9728 0.17 -0.43 0.21
H -16.7498 -25.1529 2.5935 -0.33 -0.22 -0.01
H -14.1990 -23.4438 2.5842 -0.77 -0.17 0.24
H -15.9069 -22.8779 2.8988 0.21 -0.06 0.01
H -13.8996 -22.6361 0.2425 -0.70 0.71 -0.05
H -15.2898 -21.5398 0.9214 0.66 -0.94 -0.78
H -15.4994 -22.4526 -0.6259 0.22 0.03 0.06
C -13.9312 -25.9758 -7.0085 -1.34 -0.69 0.00
O -14.7381 -26.9866 -6.3933 1.16 -0.04 0.35
C -13.8829 -28.0338 -5.9397 -1.06 0.19 2.21
C -14.4583 -28.6153 -4.5909 1.31 -2.18 -1.92
N -14.6964 -27.6371 -3.6212 0.76 0.64 1.04
C -15.2761 -28.1343 -2.3822 -0.78 -0.18 -0.10
C -15.7379 -26.9909 -1.4944 -0.50 0.00 0.67
O -16.8526 -26.3231 -2.0819 0.46 -0.93 -1.44
C -17.4568 -25.3793 -1.2748 -0.40 0.18 0.74
H -13.4379 -26.4348 -7.8541 0.69 0.19 -0.16
H -13.2904 -25.4342 -6.3176 0.39 -0.28 0.18
H -14.6542 -25.2935 -7.3820 -0.48 0.89 -0.50
H -12.8752 -27.6490 -5.7653 0.01 0.06 0.11
H -13.8220 -28.8455 -6.6315 -0.03 -0.54 -0.81
H -13.6431 -29.3202 -4.2380 -0.93 0.45 -0.24
H -15.3681 -29.2501 -4.8323 0.67 0.49 0.18
H -15.2382 -26.9338 -4.0686 -0.90 0.81 0.08
H -14.5443 -28.7084 -1.7773 -0.15 0.22 -0.53
H -16.1312 -28.8178 -2.6256 0.41 0.32 0.38
H -14.8703 -26.2906 -1.4164 -0.60 -0.27 0.47
H -16.1023 -27.4040 -0.4903 0.87 0.54 -1.00
H -16.7325 -24.5927 -1.0365 -0.44 0.47 -0.21
H -17.6488 -25.8458 -0.3049 -0.42 0.01 0.35
H -18.4455 -25.0377 -1.7124 1.43 -0.24 0.26
C -24.8227 -21.6194 -7.6748 1.52 -0.36 -1.84
O -24.5187 -20.5853 -8.6894 -0.09 -0.39 1.15
C -24.4071 -21.0723 -10.0159 -1.18 -1.02 0.10
C -24.1322 -19.9583 -11.0000 -1.19 0.06 -0.67
N -22.7735 -19.5261 -10.9199 0.51 0.23 2.64
C -22.5727 -18.2383 -11.5267 -0.13 0.72 0.34
C -21.1394 -17.7696 -11.4986 0.99 0.19 -0.05
O -20.6479 -17.5745 -10.1833 -1.74 0.03 0.14
C -19.2950 -17.3049 -10.2105 0.44 -1.44 -0.87
H -25.7025 -22.2255 -7.9903 0.45 0.40 0.16
H -25.0307 -21.1017 -6.7368 0.16 -0.06 -0.20
H -23.9068 -22.3262 -7.6236 -1.50 0.98 0.20
H -25.3790 -21.4691 -10.3063 -0.45 -0.17 -0.04
H -23.7605 -21.9655 -10.0631 0.45 0.58 -0.10
H -24.9072 -19.1320 -10.8022 0.93 -0.81 -0.13
H -24.3159 -20.3093 -12.0385 -0.14 -0.02 0.56
H -22.6966 -19.4023 -9.8720 0.73 -0.04 -1.43
H -23.2265 -17.4868 -11.0545 0.17 0.17 0.06
H -22.9265 -18.2855 -12.5456 0.13 -0.07 -0.59
H -20.9878 -16.8046 -12.0251 -0.40 -0.40 -0.14
H -20.4394 -18.5013 -11.9400 -0.51 -0.06 -0.37
H -19.0222 -17.1608 -9.1887 0.67 0.37 0.48
H -19.0422 -16.5002 -10.8954 0.05 0.65 0.20
H -18.7892 -18.1994 -10.6471 0.19 0.35 0.49
C -14.2985 -20.3574 -9.9557 -2.56 -1.21 0.75
O -14.3082 -21.6261 -9.3078 0.29 -1.15 1.88
C -14.5097 -21.6762 -7.8269 -0.02 -0.20 -1.22
C -13.2277 -21.4772 -6.9862 -0.45 -1.16 -1.79
N -12.5915 -20.2429 -7.4103 1.16 0.11 1.01
C -12.9791 -19.1220 -6.5731 -1.10 0.58 0.77
C -12.1329 -17.8977 -6.9196 -0.20 0.54 1.05
O -10.7687 -18.0845 -6.4902 -1.61 -0.70 -0.62
C -9.9333 -17.0650 -6.9298 0.29 0.87 0.51
H -13.4826 -19.7749 -9.6381 1.14 0.78 -0.08
H -15.2567 -19.8737 -9.6727 0.40 0.31 -0.18
H -14.3917 -20.6126 -11.0104 0.51 0.36 -0.09
H -14.8015 -22.7072 -7.5559 -0.32 0.25 -0.63
H -15.3797 -21.0280 -7.6176 0.54 0.04 0.25
H -12.5665 -22.3543 -7.2936 -0.66 1.10 0.59
H -13.5584 -21.6088 -5.9212 0.64 0.46 -0.49
H -11.5621 -20.3125 -7.3564 -0.80 -0.07 0.04
H -12.9610 -19.4358 -5.4535 0.07 0.90 -1.55
H -14.0525 -18.7913 -6.8239 1.28 -0.68 0.43
H -12.5319 -16.9701 -6.4268 0.22 -0.74 -0.06
H -12.2733 -17.6879 -7.9954 0.65 -0.33 0.08
H -9.8099 -17.0723 -8.0225 0.31 -0.19 0.15
H -8.9820 -17.2282 -6.3618 -0.64 0.53 -0.82
H -10.4039 -16.0722 -6.6957 0.63 -0.52 0.09
C -26.7847 -25.5820 -7.2520 0.90 -0.98 -1.34
O -25.4045 -25.6233 -7.6342 -1.73 -0.62 -0.69
C -24.7140 -25.2047 -6.5482 2.32 -1.77 1.32
C -23.2422 -25.3225 -6.7889 0.07 -0.05 0.38
N -22.8716 -24.7362 -8.0132 -0.20 0.75 -1.74
C -21.4841 -24.6995 -8.2075 3.49 -0.30 -0.08
C -21.1221 -24.7785 -9.6825 -0.60 0.73 -0.51
O -21.7857 -25.8416 -10.3780 0.93 -0.09 0.59
C -21.0080 -27.0323 -10.2824 -0.14 -0.82 -0.12
H -26.9641 -24.5831 -6.9670 -0.74 1.27 0.59
H -26.9968 -26.2720 -6.4164 -0.04 0.12 -0.44
H -27.3106 -25.7929 -8.1783 -0.49 -0.28 0.27
H -24.8658 -25.9070 -5.7106 -0.54 0.46 0.32
H -24.9168 -24.2063 -6.2771 -0.69 1.42 0.44
H -22.8559 -26.3349 -6.5983 -0.09 -0.22 -0.38
H -22.7519 -24.7075 -6.0678 0.33 0.30 1.06
H -23.1519 -25.2314 -8.8494 -1.10 -0.35 0.27
H -20.9737 -25.5701 -7.7316 -0.18 0.23 0.05
H -20.8831 -23.8138 -7.8542 -0.95 -0.44 0.20
H -20.0268 -24.8222 -9.8187 -0.35 -0.12 0.12
H -21.4708 -23.8513 -10.1576 -0.03 -0.13 -0.09
H -19.9828 -26.8044 -9.9873 0.08 -0.09 -0.35
H -21.0681 -27.5761 -11.2278 0.29 0.38 -0.24
H -21.3344 -27.7950 -9.5660 -0.44 0.53 0.44
C -19.1479 -28.5990 -2.3488 0.58 0.81 -0.53
O -19.9243 -29.3712 -3.2100 0.06 -1.50 -0.05
C -20.5418 -28.6174 -4.2326 1.88 0.15 -0.02
C -21.1729 -29.5410 -5.2532 1.10 -1.60 2.14
N -20.1134 -30.3162 -5.9297 -1.21 -1.38 -0.05
C -20.6906 -31.2762 -6.9400 1.20 -0.08 1.21
C -21.6399 -32.3188 -6.3323 -0.13 0.46 0.61
O -20.9545 -32.9681 -5.2918 0.79 -0.86 0.42
C -21.8056 -33.6219 -4.3513 -0.01 -0.55 -1.11
H -18.5296 -29.2485 -1.7146 -0.35 0.07 -0.13
H -19.8225 -27.9837 -1.7325 0.38 0.15 0.13
H -18.4508 -27.9394 -2.9448 -0.66 -0.42 0.73
H -19.6564 -27.9861 -4.6737 -2.24 -0.71 0.34
H -21.3321 -28.0643 -3.7503 -0.20 0.99 -0.20
H -21.6712 -28.8931 -5.8930 -0.90 0.95 -1.81
H -21.9582 -30.1988 -4.7588 0.93 0.74 -0.35
H -19.6188 -30.9047 -5.2403 -0.35 0.68 -0.24
H -19.7921 -31.7523 -7.4137 -1.03 0.22 0.17
H -21.2199 -30.6619 -7.6366 -0.30 0.17 -0.81
H -21.9536 -33.0391 -7.1009 -0.18 0.15 0.08
H -22.5233 -31.8368 -5.8393 0.30 -0.19 -0.92
H -22.4548 -34.4079 -4.8778 0.83 0.95 0.91
H -22.3935 -32.8346 -3.9303 -1.04 0.30 0.46
H -21.2204 -34.0412 -3.5155 -0.01 -0.04 -0.75
C -20.6099 -23.2646 -2.6637 0.38 -0.25 -0.92
C -21.6816 -24.1291 -3.3133 1.05 0.66 -0.80
O -21.3458 -25.5153 -3.2773 -0.84 0.58 -0.19
H -19.5882 -23.5247 -3.0949 -1.25 0.71 0.31
H -20.5830 -23.5532 -1.6220 0.11 0.44 0.62
H -20.9275 -22.1984 -2.8083 0.75 -0.86 0.39
H -21.7078 -23.8627 -4.3605 -0.04 -0.10 -0.46
H -22.6464 -23.8002 -2.9255 -0.34 -0.77 0.41
H -21.0471 -25.6874 -2.3917 0.22 -0.36 0.64
C -18.6124 -25.8368 -5.5982 0.81 1.12 1.69
C -17.5948 -25.1748 -6.4877 -1.14 -0.15 -0.81
O -18.0808 -23.8369 -6.7451 0.75 -0.47 -1.70
H -18.1326 -26.6310 -5.0024 -0.16 0.29 -0.07
H -19.4014 -26.2699 -6.1525 -1.04 -0.27 -0.48
H -18.9652 -25.0044 -4.9029 0.12 -1.33 -0.66
H -17.4651 -25.7911 -7.4198 0.02 0.84 0.68
H -16.6716 -25.1464 -5.9537 1.01 0.22 0.21
H -17.8954 -23.6669 -7.7178 -0.26 -0.01 1.16
C -17.3117 -28.0194 -9.0988 -0.75 0.16 2.45
C -17.7298 -28.5915 -7.6627 0.02 0.43 -0.35
O -19.1525 -28.5506 -7.6265 -0.07 -0.24 0.40
H -16.3021 -28.1725 -9.3970 1.02 -0.18 0.15
H -17.4942 -26.9567 -9.0698 -0.06 0.43 -0.32
H -17.9306 -28.4541 -9.8645 -0.47 -0.31 -0.06
H -17.2772 -28.1774 -6.6791 -0.42 0.29 -1.89
H -17.3967 -29.6062 -7.6205 0.22 -1.13 -0.12
H -19.4958 -29.2485 -6.9581 0.86 0.92 -0.57
```
Positions in Å, forces in eV/Å.

Computed properties:
- E (eV) = -121093.4528
- orbital gap (Ha) = 0.3330
- ΔE to the lowest compared entry with this formula, charge and spin (eV) = 4.563



Formula: C2H2BrF3O
Source: the Open Molecules 2025 dataset
Level of theory: wB97M-V/def2-TZVPD

```
9
Properties=species:S:1:pos:R:3:forces:R:3
C 0.2477 0.3897 -0.0591 2.93 1.29 3.13
C -0.5930 -0.9182 0.1016 -1.00 0.09 1.47
O 1.1358 0.5014 -1.0652 0.17 1.21 -1.29
F -1.4774 -0.6674 1.1048 0.57 -0.01 0.02
F -1.3940 -1.2973 -0.9050 1.15 0.33 -0.49
F 0.1405 -1.9594 0.5114 0.10 0.40 -0.75
Br -0.8146 1.9744 0.1969 -0.20 -0.05 -0.29
H 1.3189 0.5093 1.3892 -2.60 -0.73 -2.76
H 1.4362 1.4676 -1.2746 -1.13 -2.54 0.97
```
Positions in Å, forces in eV/Å.

Computed properties:
- E (eV) = -82345.8308
- orbital gap (Ha) = 0.3473
- ΔE to the lowest compared entry with this formula, charge and spin (eV) = 2.946



Which of these has the highest ΔE to the lowest compared entry with this formula, charge and spin?
C60H153N9O21



What did the second record say?
Formula: C2H2BrF3O
Source: the Open Molecules 2025 dataset
Level of theory: wB97M-V/def2-TZVPD

```
9
Properties=species:S:1:pos:R:3:forces:R:3
C 0.2477 0.3897 -0.0591 2.93 1.29 3.13
C -0.5930 -0.9182 0.1016 -1.00 0.09 1.47
O 1.1358 0.5014 -1.0652 0.17 1.21 -1.29
F -1.4774 -0.6674 1.1048 0.57 -0.01 0.02
F -1.3940 -1.2973 -0.9050 1.15 0.33 -0.49
F 0.1405 -1.9594 0.5114 0.10 0.40 -0.75
Br -0.8146 1.9744 0.1969 -0.20 -0.05 -0.29
H 1.3189 0.5093 1.3892 -2.60 -0.73 -2.76
H 1.4362 1.4676 -1.2746 -1.13 -2.54 0.97
```
Positions in Å, forces in eV/Å.

Computed properties:
- E (eV) = -82345.8308
- orbital gap (Ha) = 0.3473
- ΔE to the lowest compared entry with this formula, charge and spin (eV) = 2.946



Among the records above, which one has the highest orbital gap?
C2H2BrF3O



Which formula does entry 1 have?
C60H153N9O21